A) Below is 3 unconnected molecules or ions with the total composition C3H10O2, with properties calculated with the ωB97M-V functional and the def2-TZVPD basis.

HOMO energy = -0.3536 Ha
Kohn-Sham gap = 10.39 eV
Net charge = 0
SMILES string = C=CC.O.O

Each line ends with the Mulliken charge.
Geometry (Å):
C  1.95  0.13  0.17  -0.74
C  1.62  1.56  0.49  0.19
C  0.76  1.94  1.40  -0.78
H  1.12  -0.55  0.36  0.03
H  2.40  -0.01  -0.81  0.31
H  2.46  -0.22  1.08  0.29
H  2.01  2.38  -0.12  0.29
H  0.66  2.87  1.97  0.27
H  0.26  1.14  1.95  0.19
H  -0.88  -1.20  0.63  0.32
H  -1.95  -2.20  1.25  0.31
O  -1.82  -1.34  0.82  -0.67
H  -2.83  -1.27  -3.82  0.32
H  -3.05  -1.38  -2.30  0.33
O  -2.71  -1.86  -3.07  -0.64

***

B) Below is 2 unconnected molecules or ions with the total composition C3H10O2, with properties calculated with the ωB97M-V functional and the def2-TZVPD basis.

HOMO energy = -0.3772 Ha
Kohn-Sham gap = 11.19 eV
Net charge = 0
SMILES string = CCO.CO

Each line ends with the Mulliken charge.
Geometry (Å):
C  0.74  -3.14  1.20  -0.44
O  -0.15  -3.19  2.32  -0.53
H  1.71  -2.73  1.52  0.19
H  1.06  -4.22  1.12  0.26
H  0.24  -2.46  0.50  0.21
H  -0.90  -3.75  2.16  0.31
C  -0.53  2.09  -0.72  -0.14
O  0.74  1.47  -0.82  -0.54
C  -0.77  2.94  -1.99  -0.94
H  -1.20  1.24  -0.80  0.16
H  -0.61  2.61  0.24  0.29
H  1.45  1.99  -0.47  0.28
H  -0.13  2.67  -2.82  0.31
H  -1.80  2.72  -2.33  0.28
H  -0.90  4.00  -1.85  0.30

***

C) Below is 2 unconnected molecules or ions with the total composition C3H10O2, with properties calculated with the ωB97M-V functional and the def2-TZVPD basis.

HOMO energy = -0.3762 Ha
Kohn-Sham gap = 10.80 eV
Net charge = 0
SMILES string = CC(C)O.O

Each line ends with the Mulliken charge.
Geometry (Å):
C  -0.79  0.37  1.65  -1.14
C  -1.41  0.00  0.30  0.45
C  -1.56  1.19  -0.64  -1.25
O  -2.70  -0.57  0.63  -0.56
H  0.24  0.74  1.53  0.32
H  -0.73  -0.47  2.34  0.35
H  -1.36  1.21  2.05  0.29
H  -0.85  -0.80  -0.17  0.25
H  -0.63  1.64  -0.96  0.35
H  -2.19  1.88  -0.08  0.32
H  -2.15  0.91  -1.52  0.30
H  -2.57  -1.42  1.04  0.31
H  5.05  -0.60  -0.92  0.31
H  4.96  -0.56  -2.42  0.32
O  5.51  -0.89  -1.69  -0.63

***

Most stable = C)

***

A) Below is C10H8N2O2S in the gas phase, with properties calculated with the ωB97M-V functional and the def2-TZVPD basis.

HOMO energy = -0.3219 Ha
Kohn-Sham gap = 8.57 eV
Net charge = 0
SMILES string = O=C1CN(C(=O)c2ccccc2)C(=S)N1

Each line ends with the Mulliken charge.
Geometry (Å):
O  -0.97  -1.81  -0.71  -0.56
O  -4.39  2.14  -1.09  -0.59
S  -0.21  2.05  1.05  -0.33
C  -0.60  -0.75  -0.31  0.13
C  -3.25  1.69  -1.20  0.50
C  -1.21  1.63  -0.14  0.08
C  3.26  -1.01  1.30  -0.26
C  3.14  -0.31  0.12  -0.72
C  2.24  -1.77  1.95  -0.73
C  1.82  -0.06  -0.38  -0.11
C  1.02  -1.67  1.31  -0.28
C  0.77  -0.81  0.20  0.65
N  -2.24  2.39  -0.59  -0.12
N  -1.28  0.34  -0.79  0.10
C  -2.58  0.26  -1.53  -0.57
H  4.37  -1.23  1.54  0.22
H  4.00  0.19  -0.23  0.42
H  2.34  -2.37  2.78  0.48
H  1.76  0.56  -1.24  0.42
H  0.22  -2.22  1.83  0.30
H  -2.53  3.19  -0.06  0.29
H  -2.45  0.14  -2.55  0.33
H  -3.24  -0.55  -1.25  0.34

***

B) Below is C10H8N2O2S in the gas phase, with properties calculated with the ωB97M-V functional and the def2-TZVPD basis.

HOMO energy = -0.3260 Ha
Kohn-Sham gap = 7.91 eV
Net charge = 0

Each line ends with the Mulliken charge.
Geometry (Å):
C  3.53  2.02  -0.23  0.34
C  -0.97  -1.90  0.59  -0.54
C  -0.60  -1.87  -0.79  -0.45
C  -0.51  -0.88  1.43  -0.78
C  -0.03  -0.70  -1.29  -0.69
C  0.12  0.19  0.92  -0.04
C  0.38  0.36  -0.40  0.89
C  3.20  -0.47  0.18  0.13
C  1.23  1.51  -0.83  -0.58
C  2.26  1.95  0.16  -0.62
N  4.68  1.62  -0.33  -0.59
N  2.65  -1.73  0.15  0.98
O  2.64  -2.12  -1.00  -0.54
O  1.95  -2.16  1.05  -0.53
S  4.76  -0.17  0.31  0.02
H  -1.24  -2.90  0.88  0.35
H  -0.77  -2.65  -1.44  0.49
H  -0.77  -1.07  2.46  0.35
H  0.20  -0.72  -2.31  0.41
H  0.68  0.83  1.58  0.15
H  0.57  2.33  -1.03  0.46
H  1.59  1.28  -1.88  0.33
H  1.84  2.42  1.02  0.46

***

Most stable = A)

***

A) Below is 3 unconnected molecules or ions with the total composition C5H15NO2, with properties calculated with the ωB97M-V functional and the def2-TZVPD basis.

HOMO energy (spin up / spin down) = 0.0033 / -0.1372 Ha
Spin multiplicity = 2
Kohn-Sham gap (spin up / spin down) = 3.55 / 7.36 eV
Expectation value of S² = 0.753
Net charge = -1

Each line ends with the Mulliken charge.
Geometry (Å):
C  0.36  -1.98  -0.85  -0.86
C  -0.13  -1.90  0.59  -0.15
C  0.66  -0.96  1.52  -0.87
C  1.05  0.40  0.93  -0.78
C  0.34  2.57  0.50  -1.10
N  -0.04  1.34  0.90  -0.42
H  -0.38  -2.47  -1.48  0.30
H  0.61  -0.97  -1.14  0.07
H  1.31  -2.53  -0.84  0.33
H  -1.13  -1.45  0.63  0.02
H  -0.16  -2.82  1.17  0.36
H  0.17  -0.70  2.47  0.35
H  1.58  -1.40  1.89  0.39
H  1.53  0.28  -0.05  0.28
H  1.82  0.81  1.62  0.45
H  -0.44  3.28  0.61  0.43
H  1.23  2.88  -0.05  0.39
H  -0.50  2.35  -1.70  0.32
H  -0.66  0.98  -2.27  0.30
O  -0.10  1.76  -2.36  -0.71
H  -2.75  -0.49  -0.74  0.27
H  -2.06  0.72  -0.26  0.35
O  -2.30  0.29  -1.10  -0.70

***

B) Below is 3 unconnected molecules or ions with the total composition C5H15NO2, with properties calculated with the ωB97M-V functional and the def2-TZVPD basis.

HOMO energy (spin up / spin down) = 0.0252 / -0.1891 Ha
Spin multiplicity = 2
Kohn-Sham gap (spin up / spin down) = 2.61 / 8.34 eV
Expectation value of S² = 0.750
Net charge = -1

Each line ends with the Mulliken charge.
Geometry (Å):
C  -1.48  -0.22  -2.18  -1.31
C  -0.27  -0.23  -1.23  -0.19
C  -0.41  0.75  -0.10  1.68
C  -0.50  0.30  1.16  -1.47
N  -0.64  1.08  2.32  -0.45
C  -0.39  2.22  -0.42  -1.83
H  -1.34  -0.92  -3.01  0.53
H  -2.38  -0.51  -1.64  0.29
H  -1.62  0.77  -2.61  0.31
H  -0.13  -1.23  -0.82  -0.27
H  0.62  -0.01  -1.83  0.31
H  -0.53  -0.77  1.33  0.38
H  -0.22  2.00  2.24  0.21
H  -0.29  0.60  3.12  0.35
H  -1.06  2.43  -1.25  0.33
H  0.61  2.55  -0.71  0.34
H  -0.68  2.85  0.42  0.38
H  1.93  0.18  1.19  0.40
H  2.26  -1.33  1.13  0.32
O  2.67  -0.46  1.28  -0.96
H  0.60  -3.31  0.16  0.28
H  1.92  -3.77  0.75  0.30
O  1.34  -2.98  0.72  -0.92

***

Most stable = B)

***

A) Below is C3H7N3O3 in the gas phase, with properties calculated with the ωB97M-V functional and the def2-TZVPD basis.

HOMO energy = -0.3695 Ha
Kohn-Sham gap = 9.47 eV
Net charge = 0
SMILES string = C[C@H](N[N+](=O)[O-])C(N)=O

Each line ends with the Mulliken charge.
Geometry (Å):
C  1.59  -0.14  0.00  -1.58
C  0.18  0.07  0.63  0.52
C  0.03  1.48  0.96  0.07
H  2.18  0.01  0.83  0.43
H  1.95  0.63  -0.62  0.54
H  1.56  -1.26  -0.40  0.40
H  -0.27  -0.35  1.56  0.38
H  0.16  0.33  -1.32  0.40
H  -1.72  1.72  0.11  0.32
H  -1.17  3.24  0.77  0.36
N  -0.61  -0.12  -0.60  -0.48
N  -0.60  -1.49  -0.91  0.85
N  -1.14  2.01  0.88  -0.48
O  -0.62  -1.76  -2.06  -0.55
O  -0.10  -2.31  -0.07  -0.52
O  1.10  2.12  1.38  -0.65

***

B) Below is C3H7N3O3 in the gas phase, with properties calculated with the ωB97M-V functional and the def2-TZVPD basis.

HOMO energy = -0.3694 Ha
Kohn-Sham gap = 10.78 eV
Net charge = 0
SMILES string = [H]/N=C(/OC)O/[N+]([O-])=N/C

Each line ends with the Mulliken charge.
Geometry (Å):
C  1.43  0.18  0.23  0.82
C  -2.34  0.25  1.30  -0.76
C  1.66  -1.55  -1.46  -0.59
N  1.94  0.84  1.17  -0.67
N  -0.98  0.19  0.79  -0.45
N  -0.82  0.80  -0.28  1.12
O  0.59  0.73  -0.71  -0.40
O  -1.57  1.44  -0.97  -0.67
O  1.83  -1.08  -0.09  -0.36
H  -2.44  1.33  1.81  0.29
H  -3.11  0.63  0.50  0.26
H  -2.62  -0.62  1.81  0.32
H  2.52  -1.27  -1.99  0.28
H  0.73  -1.16  -1.95  0.29
H  1.50  -2.62  -1.37  0.24
H  1.68  1.90  1.22  0.28

***

Most stable = B)